# 1
C28H23Cl3F9MnN4O3S | ωB97M-V/def2-TZVPD

Net charge: +1
Gap between HOMO and LUMO (spin up / spin down): 8.498 / 8.395 eV
2S+1: 2
<S²>: 1.150

Atoms and positions in Å:
Mn 0.018372 -0.089012 0.124607
Cl 9.608250 -3.763422 -3.997257
Cl 4.588474 -2.026282 -3.269526
Cl 2.716032 2.620284 -2.827243
S 4.084135 2.310975 -5.446666
F -2.073953 -3.126699 -1.772083
F 1.737120 -3.436438 1.101886
F 0.328027 -3.051325 -2.801181
F -0.263411 -3.599013 1.930538
F 0.565883 -5.246451 0.767285
F -2.339799 -3.261438 0.382024
F -1.694828 -5.015412 -0.744130
F 2.064217 -3.273598 -1.504877
F 0.762097 -4.979971 -1.885549
O -1.474792 0.548619 1.361610
O -0.051709 -1.905727 -0.301718
O 6.481031 1.434367 -1.368759
N -0.717591 0.843301 -1.626843
N 1.959553 0.477366 0.525545
N -2.745848 2.076317 0.309855
N 4.118091 0.206607 0.374556
C 5.409885 -0.332281 -0.119123
C -2.594976 1.051357 1.147875
C 0.775401 -3.662642 -1.676430
C -3.805274 0.487845 1.820782
C -1.321204 2.033879 -1.695488
C 3.914236 1.300999 1.205409
C 5.822059 0.183054 -1.493787
C 0.495433 -3.911706 0.865192
C -1.654681 2.600146 -2.904460
C 2.919553 -0.247192 -0.014954
C 9.018225 -1.597588 -2.497742
C -0.091203 -3.245329 -0.430005
C 4.157757 2.494896 -3.751486
C 2.569371 1.463927 1.287586
C 6.302097 -1.821473 -2.962621
C -0.468277 0.165609 -2.751854
C 8.521437 -2.616320 -3.292360
C 5.775328 2.604671 -1.814154
C -0.788061 0.661006 -3.998874
C 7.166230 -2.738619 -3.535357
C -1.631968 2.708501 -0.388144
C 5.791254 2.235253 -5.549360
C 5.418064 2.510006 -3.265060
C -1.379177 1.906016 -4.076541
C 6.371314 2.356533 -4.329184
C 8.130898 -0.693664 -1.934633
C -1.579699 -3.684857 -0.646845
C 6.760723 -0.785490 -2.157279
H -4.106245 -0.417213 1.281241
H -3.677519 2.398912 0.120728
H 10.088036 -1.512422 -2.328556
H 5.322545 -1.411899 -0.138106
H 6.466996 3.422060 -1.650745
H 7.447373 2.330696 -4.164255
H 4.886739 2.791143 -1.215748
H -1.880111 3.748798 -0.549960
H 2.005129 2.193823 1.857135
H -0.569326 0.075892 -4.885021
H 6.787972 -3.538548 -4.162446
H 4.926186 0.268837 -2.100970
H 6.269672 2.108925 -6.517507
H -0.769955 2.671533 0.253542
H -2.129274 3.576478 -2.931353
H -4.641814 1.188944 1.840731
H 4.735525 1.847183 1.657356
H 6.185390 -0.059112 0.587598
H -3.539271 0.195262 2.830667
H 8.507914 0.127203 -1.327049
H -0.003692 -0.801028 -2.634270
H -1.632438 2.337621 -5.040487
H 2.783330 -1.114521 -0.653258

Atoms 1-3, force components in eV/Å:
-0.4 0.4 -0.2
0.0 0.0 0.0
0.2 0.1 0.1

Löwdin atomic charge list, values in e, 4 entries: 0.845, 0.700, 0.730, 0.659

=====

# 2
C28H23Cl5CsN9O6S | ωB97M-V/def2-TZVPD

Net charge: -2
Gap between HOMO and LUMO: 6.346 eV

Atoms and positions in Å:
Cs -0.321146 -0.474768 -2.210802
Cl -3.011134 1.225361 -1.163690
Cl -6.602348 -0.571059 -5.946492
Cl -6.132786 1.221674 -0.868268
Cl -3.476138 -0.576994 -6.224483
Cl -7.946707 0.311681 -3.259804
S 1.692214 4.677082 -3.487146
O 1.160632 -2.591250 -2.424584
O -0.019249 -2.767126 -0.530331
O 1.969436 -0.025021 -1.173755
O -2.098017 0.285404 -3.775005
O 3.663868 -0.213502 -2.605124
O 2.859326 -1.328206 1.316251
N -3.830415 -3.585358 1.972269
N 0.793519 -1.387100 3.952882
N -1.049095 3.676854 0.876826
N -0.213981 -0.326038 2.337836
N 2.742945 2.240140 -3.711272
N -2.495375 -1.348797 0.946078
N 2.029778 2.720542 -1.639912
N -0.304309 -2.133519 3.696394
N 1.135218 3.341094 -0.792484
C 2.376519 -2.670131 1.100176
C -5.396324 0.725395 -2.365650
C 2.376209 -2.848623 -0.425525
C -0.872971 -1.451265 2.719708
C 3.483663 -1.846110 -0.869863
C 0.548657 4.017304 2.616914
C -3.343869 0.313008 -3.683124
C -5.603135 -0.071769 -4.609206
C 3.541234 -3.479903 1.681499
C -0.414650 4.578607 3.434572
C 4.747462 -2.659986 1.152289
C -4.202662 -2.992108 0.840355
C -4.021188 0.725450 -2.479196
C 1.046104 -2.720646 -1.182998
C 4.034801 -1.453063 0.509678
C 0.193753 3.578406 1.339303
C -1.711342 4.675861 2.954510
C 2.236476 2.020392 0.986012
C -1.966382 4.212441 1.672231
C -2.104880 -1.945908 2.063159
C -3.541391 -1.886253 0.332010
C 0.827502 -0.327855 3.137565
C -2.772702 -3.057618 2.573285
C -6.215339 0.324798 -3.421767
C 2.992738 -0.609955 -1.629136
C 1.222965 2.974900 0.429586
C 2.153413 3.157735 -2.929300
C -4.229492 -0.078160 -4.744134
H -0.158221 4.933291 4.426021
H -3.867620 -1.417446 -0.589309
H 5.351774 -3.201885 0.423755
H -5.054969 -3.403666 0.311404
H 2.891151 2.519468 -4.663504
H 1.632154 0.383516 3.144236
H -2.419281 -3.527318 3.483096
H -2.507892 5.093960 3.555795
H 2.696133 -3.875519 -0.634915
H 1.918508 0.982534 0.862776
H 3.178579 2.129651 0.444391
H 1.573458 3.941032 2.953851
H -2.969630 4.266590 1.263636
H 3.544912 -4.516999 1.345211
H 2.412976 2.217627 2.042298
H 4.263381 -2.307090 -1.475888
H 1.399383 -2.794225 1.559583
H 4.593122 -0.517467 0.533392
H 3.511584 -3.472385 2.773428
H 1.470096 -1.686101 4.630551
H 5.403477 -2.344453 1.965599
H 2.162138 1.707316 -1.476442
H 3.043385 1.313529 -3.367301

Atoms 1-3, force components in eV/Å:
-0.7 0.7 0.4
-0.3 0.2 -0.1
0.1 0.0 0.1

Löwdin atomic charge list, values in e, 4 entries: 1.549, 0.669, 0.612, 0.627

=====

no.,total energy (Ha),molecular weight (g/mol)
1,-5353.96773,827.9
2,-4744.50246,923.8